1.
Below is a molecular structure, C34H39BrF6N4O3Ta, with properties calculated with ωB97M-V with the def2-TZVPD basis set.

Each line ends with the Mulliken charge.
Atoms and positions in Å:
Ta: -0.06938 -0.54681 -0.11378  0.492
C: 2.41517 2.76936 1.94044  -1.805
C: 2.82236 2.71949 0.49133  1.590
C: 4.12428 3.08282 0.15268  -0.707
C: 4.56032 3.05760 -1.15938  -1.098
C: 3.69344 2.66424 -2.16764  -0.886
C: 2.39115 2.28342 -1.87714  0.823
C: 1.43908 1.87220 -2.95560  -1.307
C: 1.97162 2.31793 -0.54548  -0.749
N: 0.64812 1.84814 -0.21823  0.511
C: -0.19966 2.67404 0.25600  1.382
C: -0.05768 4.16096 0.28060  -2.592
C: -1.42890 2.06668 0.89512  1.260
C: -2.45922 2.98225 1.45444  -2.183
N: -1.47211 0.78781 0.98760  0.384
C: -2.56978 0.16725 1.71082  -1.137
C: -3.79408 -0.03444 1.08128  1.826
C: -4.06439 0.43076 -0.32098  -1.422
C: -4.79644 -0.65454 1.82124  -1.080
C: -4.58427 -1.02968 3.13769  -1.034
C: -3.35784 -0.79517 3.73850  -0.621
C: -2.32064 -0.20111 3.03059  0.560
C: -0.97225 0.02298 3.65554  -1.160
H: 3.27507 2.54601 2.57092  0.556
H: 1.63398 2.05091 2.18558  0.103
H: 2.07410 3.76962 2.21759  0.382
H: 4.80276 3.37878 0.94349  0.531
H: 5.57742 3.33897 -1.39877  0.476
H: 4.02689 2.64921 -3.19773  0.461
H: 1.92208 1.88071 -3.93056  0.562
H: 0.57437 2.53638 -3.00102  0.323
H: 1.06653 0.86546 -2.77533  -0.085
H: 0.81701 4.47621 -0.28056  0.367
H: 0.02991 4.52955 1.30383  0.430
H: -0.94818 4.61974 -0.15196  0.642
H: -1.98870 3.71045 2.11655  0.495
H: -3.23308 2.44547 1.99351  0.433
H: -2.91595 3.54853 0.63871  0.416
H: -3.18522 0.37441 -0.95990  -0.094
H: -4.41523 1.46650 -0.33350  0.325
H: -4.84797 -0.17378 -0.77555  0.521
H: -5.75687 -0.83284 1.35423  0.517
H: -5.37758 -1.50400 3.69946  0.437
H: -3.19304 -1.08720 4.76802  0.452
H: -0.97763 -0.28486 4.69908  0.503
H: -0.66798 1.07174 3.62007  0.292
H: -0.20420 -0.55477 3.13238  0.008
C: -1.74715 -3.56752 2.00216  -1.370
C: -0.44903 -3.43099 1.20897  1.490
C: 0.76348 -3.63202 2.12213  -1.579
C: -0.41241 -4.44994 0.07167  -1.533
N: -0.37765 -2.09738 0.64915  0.704
H: -1.86092 -4.59192 2.36013  0.511
H: -2.60816 -3.32081 1.37790  0.234
H: -1.74510 -2.90397 2.86529  0.302
H: 0.73433 -4.62146 2.57996  0.480
H: 0.77633 -2.88422 2.91682  0.263
H: 1.68920 -3.54533 1.55069  0.312
H: -0.41144 -5.46328 0.47488  0.483
H: 0.48304 -4.31923 -0.53698  0.332
H: -1.28830 -4.34391 -0.56859  0.221
Br: 7.16745 -0.25752 -2.17689  -0.118
C: 6.03582 -0.25973 -0.67336  -0.268
C: 6.56372 -0.02604 0.59166  -0.131
N: 5.81956 0.01235 1.69390  -0.656
C: 4.51289 -0.16917 1.56460  -0.296
C: 3.90341 -0.40279 0.33650  0.097
C: 4.67863 -0.46122 -0.81425  -0.304
C: 2.44457 -0.49392 0.24415  0.702
O: 1.87235 -0.81152 -0.86224  -0.838
O: 1.67991 -0.22564 1.21355  -0.414
H: 7.62791 0.13756 0.71297  0.416
H: 3.91476 -0.12837 2.46731  0.693
H: 4.22380 -0.63599 -1.77970  0.661
C: -2.49989 -2.29004 -2.67868  -1.601
C: -1.41372 -1.25447 -2.95531  0.435
O: -0.99096 -0.65377 -1.77103  1.007
C: -1.97910 -0.14992 -3.87677  0.542
F: -3.14431 0.30037 -3.38256  -0.215
F: -1.16537 0.90372 -3.97126  -0.131
F: -2.20712 -0.61335 -5.10590  -0.264
C: -0.20061 -1.95785 -3.60922  0.465
F: -0.57692 -2.75146 -4.61129  -0.279
F: 0.69695 -1.08509 -4.08741  -0.242
F: 0.41931 -2.71460 -2.69436  -0.144
H: -3.29343 -1.82600 -2.09759  0.209
H: -2.07103 -3.10626 -2.10213  0.242
H: -2.91274 -2.68533 -3.60414  0.482

Cartesian forces (eV/Å) of the 2 atoms listed first:
Ta 0.2 -0.3 0.6
C 0.0 0.0 0.0

Values from the calculation:
molecular weight	926.55	g/mol
HOMO level	-11.68	eV
total charge	+1
frontier orbital gap	7.3	eV
lowest unoccupied orbital energy	-4.35	eV


2.
Below is a molecular structure, C34H39ClNO8RuSSb2Se4, with properties calculated with ωB97M-V with the def2-TZVPD basis set.

Each line ends with the Löwdin spin population.
Atoms and positions in Å:
Ru: 0.93870 0.46529 0.31638  1.917
Se: 6.97311 -1.59605 2.59777  0.667
Sb: 4.85335 -0.27147 2.28098  0.001
Se: 2.78238 0.90774 1.52189  0.080
Se: 1.17881 2.50241 1.12561  0.407
Se: 4.75723 -0.49125 4.69775  0.405
O: -2.03560 -0.67873 0.47357  0.036
Cl: -0.96027 -0.29502 -0.52271  0.080
O: 0.78474 -2.78282 -1.50747  0.171
O: -1.64102 -0.71955 -2.00755  0.075
O: 1.25713 0.00277 -2.24883  0.199
O: -0.33439 0.25868 2.65465  0.046
C: -1.39610 0.55158 3.19263  0.007
C: -2.36639 -0.54118 3.60621  0.001
C: -3.85328 -0.32177 3.22333  0.001
C: -4.09349 0.89759 2.32617  0.000
C: -4.08830 2.21075 3.10852  0.000
C: -2.93029 2.25510 4.10857  0.000
N: -1.68158 1.82852 3.51303  0.004
H: -2.25103 -0.66686 4.68792  0.000
H: -1.99496 -1.44047 3.12143  0.000
H: -4.47277 -0.22997 4.12252  0.000
H: -4.19301 -1.20736 2.68487  0.000
H: -5.05323 0.79562 1.81158  0.000
H: -3.33217 0.90468 1.54413  0.000
H: -5.02685 2.32560 3.66465  0.000
H: -4.00744 3.04991 2.41265  0.000
H: -3.14029 1.60359 4.96231  0.000
H: -2.78760 3.26943 4.48219  0.000
H: -1.14986 2.57015 3.05739  0.004
C: 5.88567 -0.63247 -0.96738  0.010
C: 5.37686 -0.66051 -2.36744  0.001
C: 6.23839 -0.40259 -3.43507  0.000
C: 5.79810 -0.45914 -4.74719  0.001
C: 4.48537 -0.80750 -5.02073  0.000
C: 3.61254 -1.05041 -3.97040  0.003
C: 4.04166 -0.95353 -2.64782  0.006
Sb: 2.34764 -1.14023 -1.26747  0.050
C: 2.89495 -2.86673 0.07855  0.031
C: 2.65431 -2.71369 1.43430  0.001
C: 3.27768 -3.54480 2.36125  -0.002
C: 4.13099 -4.53623 1.90481  0.000
C: 4.27672 -4.76119 0.54417  0.002
C: 3.66054 -3.93665 -0.39625  0.004
C: 3.82447 -4.18588 -1.87324  0.002
C: -0.43291 -2.89263 -1.96381  0.205
C: -1.01959 -1.79978 -2.81898  0.061
C: -2.17165 -2.23954 -3.64891  0.147
C: -2.84245 -3.37325 -3.34038  0.046
C: -2.38939 -4.25285 -2.32010  0.207
C: -1.19124 -4.03068 -1.65831  0.035
C: -0.63605 -5.01624 -0.66833  -0.008
H: 6.95838 -0.45237 -0.88948  0.004
H: 5.68748 -1.58317 -0.46060  0.005
H: 5.38463 0.15759 -0.40109  0.003
H: 7.26748 -0.14690 -3.20844  0.000
H: 6.47508 -0.22502 -5.56033  0.000
H: 4.13477 -0.88827 -6.04238  0.000
H: 2.58036 -1.31114 -4.17474  0.001
H: 2.04469 -1.87722 1.77317  0.003
H: 3.18100 -3.34815 3.42162  0.000
H: 4.70926 -5.11323 2.61504  0.000
H: 4.91862 -5.56291 0.19253  0.000
H: 3.93789 -5.25226 -2.07508  0.000
H: 4.70669 -3.67109 -2.26156  0.000
H: 2.94835 -3.82199 -2.40991  0.001
H: -0.22817 -1.32665 -3.40051  0.010
H: -2.50801 -1.56450 -4.42505  0.009
H: -3.72772 -3.64205 -3.90721  -0.002
H: -2.95821 -5.14807 -2.09654  0.016
H: -1.26779 -5.90456 -0.62334  0.000
H: -0.58204 -4.56909 0.32691  -0.002
H: 0.38162 -5.30288 -0.93965  -0.001
C: -6.23538 7.12786 -0.24891  0.000
C: -4.93307 6.38429 -0.08569  0.000
C: -3.79650 7.03150 0.39109  0.000
C: -2.60245 6.34461 0.55582  0.000
C: -2.53503 4.99387 0.24580  0.000
C: -3.66052 4.33736 -0.22636  0.000
C: -4.85366 5.03033 -0.39465  0.000
S: -1.03290 4.06444 0.58612  0.008
O: -0.92345 4.23462 2.03984  0.008
O: -0.01132 4.71738 -0.20928  0.011
O: -1.39681 2.72365 0.16261  0.021
H: -6.07435 8.20597 -0.23268  0.000
H: -6.92277 6.87409 0.56200  0.000
H: -6.72148 6.86189 -1.18862  0.000
H: -3.85181 8.08483 0.64564  0.000
H: -1.72182 6.84763 0.93529  0.000
H: -3.59830 3.28148 -0.45463  0.000
H: -5.73090 4.50774 -0.76021  0.000

Cartesian forces (eV/Å) of the 2 atoms listed first:
Ru -1.2 -2.5 -3.2
Se 0.2 -0.1 0.2

Values from the calculation:
molecular weight	1317.63	g/mol
HOMO level (spin up / spin down)	-1.92 / -2.07	eV
2S+1	6
total charge	-2
frontier orbital gap (spin up / spin down)	4.8 / 5.0	eV
lowest unoccupied orbital energy (spin up / spin down)	2.86 / 2.90	eV


3.
Below is a molecular structure, C34H39N4O5PS5Sc, with properties calculated with ωB97M-V with the def2-TZVPD basis set.

Each line ends with the Mulliken charge.
Atoms and positions in Å:
Sc: -0.66882 1.11429 0.36057  -0.676
O: -3.52873 -0.04534 -2.69016  -0.817
C: -3.00231 0.28342 -1.62397  -0.074
N: -2.03442 1.16108 -1.37113  0.589
C: -1.47870 2.02678 -2.32628  0.455
C: -1.55714 1.90341 -3.71267  -0.525
C: -0.91231 2.82288 -4.52947  -0.704
C: -0.19691 3.87225 -3.97587  -0.854
C: -0.14637 4.03460 -2.59933  -0.467
C: -0.78527 3.12735 -1.76612  -0.403
N: -0.76187 3.18411 -0.35908  0.513
C: -0.94678 4.34143 0.27664  -0.173
O: -1.13895 5.46652 -0.17853  -0.751
C: -0.92844 4.14861 1.77826  0.360
C: -1.16406 5.22585 2.62073  -0.673
C: -1.13680 5.02420 3.98851  -0.341
C: -0.84921 3.75424 4.47116  -0.747
C: -0.62593 2.73715 3.55965  -0.317
N: -0.68336 2.92143 2.24270  0.444
C: -3.50719 -0.33293 -0.33681  0.743
C: -4.61994 -1.16337 -0.36578  -0.722
C: -5.05117 -1.75249 0.80741  -0.468
C: -4.36340 -1.47629 1.98256  -0.899
C: -3.28390 -0.61402 1.92496  -0.228
N: -2.86058 -0.04903 0.79630  0.334
H: -2.12668 1.08808 -4.13082  0.632
H: -0.97053 2.71021 -5.60587  0.392
H: 0.33304 4.56717 -4.61627  0.371
H: 0.39206 4.86177 -2.15931  0.502
H: -1.36269 6.18968 2.17405  0.522
H: -1.33189 5.84122 4.67159  0.419
H: -0.79659 3.55687 5.53300  0.439
H: -0.38435 1.72891 3.87950  0.409
H: -5.10745 -1.32435 -1.31686  0.522
H: -5.90254 -2.42174 0.80848  0.421
H: -4.66291 -1.91360 2.92505  0.439
H: -2.71294 -0.37052 2.81360  0.507
C: -0.52620 -2.59537 4.48004  -1.764
C: 0.67749 -2.25412 3.58907  2.365
C: 1.04452 -3.48006 2.73769  -1.259
C: 1.87265 -1.85725 4.46494  -1.736
C: 0.31175 -1.13875 2.70292  0.142
C: 0.00099 -0.21464 1.97227  -0.511
H: -0.27950 -3.41722 5.15781  0.455
H: -1.37843 -2.89161 3.86542  0.297
H: -0.81827 -1.72857 5.07532  0.362
H: 1.09740 -4.37513 3.36356  0.499
H: 2.01259 -3.33504 2.25557  0.220
H: 0.30313 -3.63536 1.95354  0.047
H: 2.21237 -2.71234 5.05603  0.406
H: 1.59947 -1.04891 5.14502  0.373
H: 2.69967 -1.51083 3.84449  0.324
C: 5.65555 -0.05148 -1.40827  -0.615
S: 4.91186 1.32684 -2.34924  -0.146
C: 4.35579 2.31950 -1.02030  -0.144
C: 3.11056 2.25201 -0.48367  -0.319
S: 1.82361 1.22710 -0.95914  0.395
S: 2.85134 3.34959 0.87462  0.094
C: 4.43854 4.05493 0.94370  -0.011
S: 4.88294 5.18393 2.05053  -0.304
S: 5.48394 3.45044 -0.28989  -0.226
H: 5.70223 -0.91122 -2.07538  0.289
H: 5.00912 -0.27265 -0.56262  0.029
H: 6.65389 0.21958 -1.07227  0.400
C: -0.80136 -1.28228 -4.68479  -1.025
C: 0.46817 -0.93954 -3.92749  -0.028
O: 0.60754 -1.74286 -2.74881  -0.456
P: 0.11419 -1.22769 -1.28275  0.875
O: -1.26550 -2.02704 -1.01550  -0.275
C: -1.38231 -3.45140 -1.12643  -0.157
C: -2.45869 -3.81447 -2.13301  -1.134
O: 1.05400 -2.24588 -0.43459  -0.184
C: 2.48090 -2.19887 -0.44599  -0.113
C: 3.01614 -3.58414 -0.76585  -1.561
H: -0.82809 -0.73469 -5.62873  0.419
H: -1.68097 -1.01411 -4.09659  0.074
H: -0.82925 -2.35206 -4.90298  0.342
H: 0.48041 0.12135 -3.66480  0.070
H: 1.34982 -1.15208 -4.53424  0.420
H: -1.64820 -3.82521 -0.13447  0.273
H: -0.42310 -3.87969 -1.41862  0.184
H: -3.38540 -3.29693 -1.89232  0.195
H: -2.63490 -4.89188 -2.11415  0.417
H: -2.15564 -3.51869 -3.13573  0.171
H: 2.80887 -1.87430 0.54523  0.355
H: 2.82927 -1.47656 -1.18097  0.285
H: 2.61772 -4.31608 -0.06050  0.272
H: 4.10606 -3.58849 -0.70272  0.418
H: 2.71735 -3.86962 -1.77536  0.324

Cartesian forces (eV/Å) of the 2 atoms listed first:
Sc -0.1 1.3 -0.6
O 0.0 0.0 0.0

Values from the calculation:
molecular weight	819.97	g/mol
HOMO level	-4.70	eV
total charge	-1
frontier orbital gap	6.9	eV
lowest unoccupied orbital energy	2.17	eV


| no. | maximum force (eV/Å) |
| --- | --- |
| 1 | 0.90 |
| 2 | 4.22 |
| 3 | 1.50 |